# 1
# C35H80CdNO15Zn

C35H80CdNO15Zn as an isolated structure (ωB97M-V/def2-TZVPD, the Open Molecules 2025 dataset).

Last column: Löwdin charge in e.
Element x y z (Å)
Zn1 -12.658 -4.527 -8.027  0.78
Cd1 -5.708 1.134 -13.141  0.96
C1 -11.420 -7.906 -2.919  -0.02
C2 -11.619 -6.384 -2.763  -0.38
C3 -11.326 -6.034 -1.233  -0.14
C4 -9.867 -5.841 -0.885  -0.20
C5 -9.255 -4.980 -1.947  -0.15
C6 -9.393 -5.399 -3.469  -0.38
N1 -10.892 -5.569 -3.783  0.02
O1 -11.023 -5.840 -5.144  -0.03
C7 -8.443 -6.647 -3.745  0.00
C8 -8.967 -4.088 -4.288  -0.02
C9 -13.215 -6.005 -2.858  -0.01
H1 -10.694 -8.279 -2.196  0.08
H2 -11.160 -8.262 -3.916  0.09
H3 -12.355 -8.454 -2.808  0.09
H4 -11.729 -6.813 -0.586  0.13
H5 -11.833 -5.129 -0.897  0.12
H6 -9.304 -6.774 -0.905  0.11
H7 -9.752 -5.536 0.155  0.13
H8 -8.222 -5.096 -1.621  0.12
H9 -9.426 -3.906 -1.874  0.12
H10 -8.340 -6.992 -4.774  0.09
H11 -8.738 -7.524 -3.171  0.07
H12 -7.453 -6.322 -3.423  0.09
H13 -7.909 -3.894 -4.108  0.08
H14 -9.514 -3.216 -3.928  0.08
H15 -9.011 -4.210 -5.370  0.08
H16 -13.551 -5.076 -2.398  0.08
H17 -13.751 -6.833 -2.394  0.07
H18 -13.642 -6.236 -3.834  0.07
C10 -9.061 -2.926 -11.818  0.13
C11 -9.846 -3.023 -10.694  -0.29
C12 -10.105 -1.858 -9.750  -0.34
O2 -10.952 -1.874 -8.747  -0.05
C13 -9.462 -0.700 -9.938  0.07
C14 -8.664 -0.445 -11.119  -0.28
C15 -8.309 -1.663 -12.082  -0.29
O3 -7.450 -1.436 -12.931  -0.03
O4 -8.114 0.635 -11.411  -0.06
O5 -10.384 -4.197 -10.400  -0.06
H19 -8.951 -3.698 -12.565  0.13
H20 -9.690 0.065 -9.210  0.14
C16 -9.038 -10.495 -12.743  -0.08
C17 -8.966 -9.005 -12.408  -0.29
O6 -10.333 -8.497 -12.336  -0.11
H21 -8.078 -10.983 -12.917  0.07
H22 -9.777 -10.647 -13.529  0.08
H23 -9.459 -11.003 -11.875  0.07
H24 -8.503 -8.429 -13.209  0.10
H25 -8.490 -8.746 -11.463  0.11
H26 -10.309 -7.816 -11.660  0.06
C18 -7.850 5.112 -14.678  -0.09
C19 -7.354 4.148 -15.727  -0.33
O7 -7.299 2.905 -15.100  -0.21
H27 -7.996 6.065 -15.187  0.08
H28 -7.239 5.258 -13.786  0.07
H29 -8.812 4.840 -14.245  0.07
H30 -6.323 4.392 -15.985  0.11
H31 -7.892 4.080 -16.672  0.12
H32 -7.906 2.342 -15.586  0.07
C20 -8.650 -7.000 -17.031  -0.10
C21 -8.428 -6.531 -18.390  -0.40
O8 -8.756 -7.498 -19.304  -0.06
H33 -9.713 -7.092 -16.807  0.08
H34 -8.403 -6.184 -16.352  0.07
H35 -8.114 -7.923 -16.811  0.09
H36 -7.362 -6.351 -18.528  0.11
H37 -8.955 -5.615 -18.658  0.12
H38 -7.944 -7.796 -19.722  0.09
C22 -6.972 6.225 -7.984  -0.08
C23 -7.594 5.208 -8.966  -0.31
O9 -7.072 3.953 -8.577  -0.10
H39 -7.273 7.233 -8.270  0.07
H40 -5.902 6.306 -7.797  0.07
H41 -7.264 5.885 -6.991  0.07
H42 -7.266 5.360 -9.994  0.10
H43 -8.682 5.146 -8.928  0.11
H44 -7.439 3.309 -9.187  0.07
C24 -11.909 2.186 -4.487  -0.09
C25 -12.350 1.726 -3.086  -0.36
O10 -13.346 2.489 -2.498  -0.05
H45 -12.743 2.289 -5.182  0.07
H46 -11.307 1.443 -5.010  0.07
H47 -11.345 3.114 -4.391  0.07
H48 -11.429 1.661 -2.507  0.10
H49 -12.610 0.669 -3.139  0.10
H50 -12.936 3.339 -2.323  0.09
C26 -12.174 -0.625 -17.053  -0.08
C27 -10.866 -0.617 -16.189  -0.34
O11 -9.929 0.201 -16.783  -0.08
H51 -12.951 -1.284 -16.663  0.07
H52 -11.949 -0.909 -18.081  0.06
H53 -12.500 0.411 -17.147  0.07
H54 -10.428 -1.610 -16.082  0.10
H55 -11.191 -0.236 -15.221  0.11
H56 -9.607 -0.129 -17.625  0.09
C28 -15.759 -1.030 -5.461  -0.06
C29 -15.790 -2.556 -5.837  -0.34
O12 -14.522 -3.074 -5.865  -0.16
H57 -16.788 -0.683 -5.557  0.07
H58 -15.116 -0.473 -6.142  0.07
H59 -15.388 -0.799 -4.463  0.06
H60 -16.234 -2.748 -6.814  0.11
H61 -16.485 -3.095 -5.194  0.11
H62 -14.223 -3.404 -5.015  0.08
C30 -5.477 -4.045 -8.591  -0.08
C31 -3.988 -4.285 -8.872  -0.33
O13 -3.661 -3.781 -10.151  -0.08
H63 -5.427 -2.973 -8.404  0.06
H64 -5.781 -4.536 -7.666  0.07
H65 -6.232 -4.059 -9.377  0.07
H66 -3.682 -5.329 -8.939  0.11
H67 -3.318 -3.938 -8.085  0.11
H68 -3.913 -2.855 -10.190  0.07
C32 -14.335 -2.028 -12.415  -0.08
C33 -14.965 -2.270 -11.012  -0.29
O14 -14.417 -3.501 -10.508  -0.16
H69 -14.841 -1.207 -12.924  0.07
H70 -14.413 -2.909 -13.052  0.07
H71 -13.306 -1.700 -12.265  0.07
H72 -16.053 -2.218 -10.988  0.11
H73 -14.670 -1.396 -10.432  0.11
H74 -14.784 -4.145 -11.118  0.08
C34 -4.291 -4.356 -14.868  -0.11
C35 -2.970 -4.231 -15.463  -0.36
O15 -2.412 -3.010 -15.074  -0.08
H75 -4.627 -5.364 -15.114  0.08
H76 -5.033 -3.725 -15.358  0.08
H77 -4.350 -4.185 -13.793  0.08
H78 -3.103 -4.324 -16.541  0.12
H79 -2.223 -4.953 -15.132  0.12
H80 -1.949 -3.116 -14.240  0.08

Atoms 1-2, force components in eV/Å:
Zn 0.4 0.4 0.2
Cd -0.9 -0.4 0.0

Its net charge is +1. The orbital gap comes out at 2.934 eV. For the LUMO energy, the calculation gives -6.7 eV.


# 2
# C3H3F2NS

C3H3F2NS as an isolated structure (ωB97M-V/def2-TZVPD, the Open Molecules 2025 dataset).

Last column: Löwdin charge in e.
Element x y z (Å)
C1 -1.021 1.834 0.755  -0.13
C2 1.411 -0.886 -0.301  -0.39
C3 -1.189 -0.011 0.105  -0.70
N1 -1.004 2.939 0.817  0.06
F1 -0.995 0.168 -1.224  0.04
F2 -2.404 -0.388 0.323  0.10
S1 0.025 -1.250 0.836  0.88
H1 1.298 0.094 -0.698  0.02
H2 1.617 -1.777 -1.012  0.08
H3 2.261 -0.725 0.399  0.04

Atoms 1-2, force components in eV/Å:
C -0.6 -10.0 -2.0
C 1.3 -1.8 1.1

Its net charge is 0. The orbital gap comes out at 10.203 eV. For the LUMO energy, the calculation gives -0.1 eV.


# 3
# C9H8N2OS

A 2-piece molecular cluster, C9H8N2OS overall (ωB97M-V/def2-TZVPD, the Open Molecules 2025 dataset).

Last column: Löwdin charge in e.
Element x y z (Å)
C1 2.894 0.018 -0.230  -0.09
C2 2.172 -0.894 0.572  -0.07
C3 2.313 1.174 -0.685  -0.05
C4 0.797 -0.720 0.725  0.00
C5 -0.831 2.416 -0.268  -0.17
C6 1.026 1.443 -0.432  -0.26
C7 0.194 0.466 0.178  -0.11
C8 -2.579 -1.360 -1.145  -0.11
C9 -2.130 0.521 0.790  -0.51
N1 0.305 2.584 -0.822  0.14
N2 -1.042 1.160 0.229  -0.10
O1 -3.612 -1.828 -1.375  0.03
S1 -3.628 1.399 1.046  0.78
H1 3.936 0.021 -0.210  0.08
H2 2.853 -1.609 0.944  0.09
H3 2.954 1.956 -1.205  0.14
H4 0.216 -1.415 1.238  0.08
H5 -1.741 3.010 -0.399  0.12
H6 -1.563 -1.571 -1.823  0.11
H7 -1.846 -0.378 1.230  0.04
H8 -4.387 0.313 0.999  -0.14

Atoms 1-2, force components in eV/Å:
C -1.5 0.6 1.3
C -0.1 1.8 -1.8

Its net charge is 0. The orbital gap (alpha / beta) comes out at 6.996 / 8.084 eV. For the LUMO energy (alpha / beta), the calculation gives -0.1 / -0.2 eV.


# 4
# C5H7NO

The molecule C5H7NO (ωB97M-V/def2-TZVPD, the Open Molecules 2025 dataset).

Last column: Löwdin charge in e.
Element x y z (Å)
O1 2.845 0.383 1.242  -0.06
C1 2.605 -0.548 0.199  -0.27
C2 1.173 -0.527 -0.154  0.01
C3 -0.009 -0.275 -0.107  0.03
C4 -1.230 0.175 0.536  -0.34
C5 -2.482 0.682 -0.063  -0.15
N1 -2.470 -0.590 0.658  0.02
H1 2.470 1.232 0.970  0.09
H2 3.247 -0.358 -0.672  0.11
H3 2.888 -1.519 0.618  0.12
H4 -0.927 0.637 1.473  0.14
H5 -2.623 0.687 -1.140  0.11
H6 -2.975 1.498 0.463  0.10
H7 -2.478 -1.372 0.006  0.09

Atoms 1-2, force components in eV/Å:
O 0.0 0.3 -0.1
C 0.1 -0.3 -0.2

Its net charge is 0. The orbital gap comes out at 9.983 eV. For the LUMO energy, the calculation gives 0.8 eV. The structure (SMILES) is OCC#C[C@H]1CN1.


# 5
# C5H11NO

The molecule C5H11NO (ωB97M-V/def2-TZVPD, the Open Molecules 2025 dataset).

Last column: Löwdin charge in e.
Element x y z (Å)
C1 -0.828 -1.212 -0.771  -0.07
C2 -0.911 0.309 -0.577  -0.41
C3 -1.634 0.682 0.715  -0.06
N1 0.287 1.174 -0.675  0.00
O1 1.313 0.601 -1.551  -0.02
C4 1.565 0.792 -0.187  -0.37
C5 1.820 -0.350 0.760  -0.02
H1 -0.585 -1.761 0.145  0.07
H2 -1.822 -1.551 -1.086  0.08
H3 -0.117 -1.490 -1.554  0.08
H4 -1.504 0.686 -1.418  0.13
H5 -1.631 1.767 0.853  0.08
H6 -2.673 0.339 0.682  0.08
H7 -1.158 0.218 1.588  0.07
H8 2.211 1.653 0.009  0.14
H9 1.322 -0.113 1.707  0.08
H10 1.452 -1.309 0.398  0.06
H11 2.892 -0.435 0.963  0.08

Atoms 1-2, force components in eV/Å:
C 0.0 0.0 0.0
C -0.2 0.0 -0.1

Its net charge is 0. The orbital gap comes out at 10.273 eV. For the LUMO energy, the calculation gives 1.1 eV. The structure (SMILES) is CC(C)N1O[C@@H]1C.


# 6
# C3H8N4O

The molecule C3H8N4O (ωB97M-V/def2-TZVPD, the Open Molecules 2025 dataset).

Last column: Löwdin charge in e.
Element x y z (Å)
N1 -1.521 -0.642 -1.068  -0.03
N2 -1.892 0.576 -0.470  -0.05
C1 -1.339 0.984 0.576  -0.18
C2 -0.215 0.370 1.344  -0.42
O1 -0.648 -0.861 1.783  -0.04
C3 1.121 0.308 0.586  -0.08
N3 0.997 0.019 -0.661  -0.14
N4 2.085 -0.092 -1.417  -0.05
H1 -0.507 -0.464 -1.308  0.04
H2 -1.867 -0.755 -2.051  0.09
H3 -2.057 1.840 1.048  0.15
H4 -0.044 0.970 2.250  0.13
H5 -1.112 -1.413 1.086  0.12
H6 2.008 0.154 1.320  0.15
H7 3.082 -0.106 -0.808  0.17
H8 1.907 -0.888 -2.208  0.16

Atoms 1-2, force components in eV/Å:
N 2.0 0.3 -1.7
N -2.0 -0.8 -1.4

Its net charge is 0. The orbital gap comes out at 9.627 eV. For the LUMO energy, the calculation gives 0.7 eV. The structure (SMILES) is N/N=C\[C@@H](O)/C=N/N.